C3HNO3S | ωB97M-V with the def2-TZVPD basis set

ORCA input file:
```
! RIJCOSX wB97M-V def2-TZVPD def2/J DEFGRID3
* xyz -2 1
C 0.99 -0.73 0.67
C 2.10 -0.55 0.11
C -1.24 -0.43 -0.11
N -0.82 0.84 -0.23
O 3.27 -0.14 0.08
O -2.35 -0.90 -0.36
O -0.30 -1.27 0.41
S -1.67 2.28 -0.82
H 0.03 0.90 0.25
*
```

Computed properties:
HOMO ... 0.60 eV
Structure (SMILES) ... O=C(N[S-])OC#C[O-]
Energy relative to the best compared isomer or geometry (same formula, charge and spin) ... 225.3 kJ/mol

=====

C26H53Br10ClN3O3P | ωB97M-V with the def2-TZVPD basis set

ORCA input file:
```
! RIJCOSX wB97M-V def2-TZVPD def2/J DEFGRID3
* xyz -2 1
C -3.25 2.24 2.62
C -2.81 1.22 2.13
C -2.07 0.05 1.44
P -0.55 0.38 0.31
C -0.88 2.27 0.14
C -0.31 3.29 1.17
N 1.08 3.85 0.87
C -0.17 -1.49 0.10
C -1.25 -2.56 0.52
C -0.92 -4.03 -0.03
C 0.58 -4.36 -0.27
N 1.39 -4.48 1.00
C 0.70 0.59 1.77
C 0.21 0.63 3.25
O 0.03 -0.69 3.86
C 1.50 1.17 4.07
N 1.11 1.64 5.44
C -1.74 0.18 -1.21
O -2.42 1.11 -1.77
O -1.98 -0.98 -1.90
C 1.02 0.75 -0.84
Cl 0.64 0.73 -2.68
C 2.31 -0.14 -0.71
C 3.42 0.55 -1.67
H -3.93 3.07 2.93
H -2.89 -0.36 0.76
H -1.96 -0.70 2.27
H -0.54 2.64 -0.88
H -1.97 2.56 0.08
H -0.38 3.07 2.26
H -0.93 4.25 1.07
H 1.55 4.01 1.76
H 0.99 4.72 0.34
H 0.14 -1.79 -0.95
H 0.72 -1.87 0.70
H -2.29 -2.37 0.19
H -1.20 -2.66 1.65
H -1.57 -4.21 -0.95
H -1.29 -4.75 0.78
H 0.63 -5.40 -0.73
H 1.09 -3.69 -1.01
H 2.07 -5.24 0.82
H 1.93 -3.61 1.10
H 1.40 -0.30 1.89
H 1.50 1.37 1.57
H -0.57 1.37 3.56
H -0.82 -0.64 4.32
H 2.32 0.40 4.07
H 1.92 2.08 3.54
H 0.13 1.42 5.62
H 1.72 1.15 6.11
H 1.44 1.79 -0.68
H 2.85 -0.16 0.27
H 2.26 -1.18 -1.15
H 3.38 1.67 -1.60
H 4.44 0.25 -1.25
H 3.39 0.14 -2.71
Br -5.92 3.73 2.54
C -7.00 5.30 2.93
C -6.17 6.56 2.88
Br -5.07 6.76 4.47
H -7.46 5.14 3.90
H -7.77 5.32 2.16
H -6.82 7.44 2.86
H -5.50 6.60 2.02
Br 3.76 4.46 -6.31
C 4.88 2.92 -5.85
C 4.20 1.62 -6.20
Br 2.82 1.17 -4.90
H 5.11 3.01 -4.79
H 5.79 3.05 -6.43
H 4.91 0.80 -6.16
H 3.72 1.64 -7.18
Br 5.41 7.30 -2.55
C 6.51 5.78 -2.02
C 5.86 4.48 -2.40
Br 4.41 4.02 -1.19
H 6.68 5.88 -0.95
H 7.45 5.92 -2.55
H 6.58 3.66 -2.31
H 5.45 4.48 -3.41
Br -0.02 -9.42 -3.33
C -1.15 -7.90 -2.86
C -1.00 -6.77 -3.85
Br 0.65 -5.79 -3.55
H -0.90 -7.61 -1.84
H -2.17 -8.29 -2.88
H -1.79 -6.04 -3.72
H -0.99 -7.11 -4.89
Br -2.63 -7.15 2.16
C -4.46 -6.51 2.31
C -4.72 -5.36 1.37
Br -3.96 -3.70 2.04
H -4.62 -6.25 3.36
H -5.08 -7.37 2.05
H -5.79 -5.17 1.29
H -4.31 -5.52 0.37
*
```

Computed properties:
HOMO ... 0.05 eV

=====

CF3N3 | ωB97M-V with the def2-TZVPD basis set

ORCA input file:
```
! RIJCOSX wB97M-V def2-TZVPD def2/J DEFGRID3
* xyz 0 3
C 1.24 -0.17 0.75
N -1.29 1.44 -0.41
N 1.23 0.90 1.13
N -1.14 0.34 -0.60
F 1.28 -1.37 0.45
F 0.12 -0.36 -1.37
F -1.44 -0.77 0.05
*
```

Computed properties:
HOMO (spin up / spin down) ... -9.37 / -12.47 eV
Energy relative to the best compared isomer or geometry (same formula, charge and spin) ... 0.0 kJ/mol
Expectation value of S² ... 2.016

=====

C16H31F3N3O3 | ωB97M-V with the def2-TZVPD basis set

ORCA input file:
```
! RIJCOSX wB97M-V def2-TZVPD def2/J DEFGRID3
* xyz 1 1
C -4.82 2.98 1.04
O -4.56 2.44 -0.24
C -3.26 2.72 -0.71
C -2.25 1.68 -0.23
C -0.87 1.81 -0.91
C 0.18 2.58 -0.08
C 1.58 1.90 -0.01
C 2.16 1.76 1.41
C 1.70 0.53 2.24
C 0.45 -0.17 1.73
N -0.03 -1.20 2.71
C -1.08 -0.77 3.69
C -2.37 -1.07 2.96
N -1.95 -2.29 2.24
C -0.62 -2.28 2.09
N 0.06 -3.21 1.40
H -5.02 4.05 0.99
H -5.71 2.48 1.44
H -3.99 2.82 1.74
H -3.30 2.70 -1.80
H -2.96 3.74 -0.41
H -2.11 1.78 0.86
H -2.69 0.70 -0.43
H -1.01 2.32 -1.87
H -0.50 0.81 -1.13
H -0.19 2.74 0.94
H 0.31 3.58 -0.50
H 2.29 2.50 -0.59
H 1.55 0.93 -0.52
H 3.24 1.71 1.32
H 1.94 2.68 1.97
H 1.54 0.81 3.29
H 2.51 -0.21 2.26
H 0.67 -0.68 0.79
H -0.36 0.52 1.52
H -0.93 0.22 4.11
H -1.00 -1.47 4.52
H -2.61 -0.33 2.20
H -3.26 -1.19 3.58
H -2.45 -3.17 2.28
H 0.65 -2.94 0.62
H -0.02 -4.18 1.61
C 2.23 -2.48 -5.42
C 3.14 -1.53 -4.67
O 2.78 -1.46 -3.26
C 3.21 -2.45 -2.51
O 3.87 -3.39 -2.81
C 2.78 -2.19 -1.04
F 1.46 -1.85 -0.97
F 3.47 -1.20 -0.50
F 2.93 -3.28 -0.30
H 1.19 -2.19 -5.30
H 2.48 -2.45 -6.48
H 2.35 -3.50 -5.07
H 3.03 -0.51 -5.03
H 4.19 -1.82 -4.75
*
```

Computed properties:
HOMO ... -11.94 eV

=====

C4H5N3S | ωB97M-V with the def2-TZVPD basis set

ORCA input file:
```
! RIJCOSX wB97M-V def2-TZVPD def2/J DEFGRID3
* xyz 0 1
C -2.19 -1.08 -0.35
C 1.25 -0.34 0.05
C 1.08 1.00 0.74
C 0.62 2.01 -0.19
H -3.17 -0.55 -0.33
H -2.01 -2.09 -0.85
H 0.12 -1.99 -0.38
H 2.02 1.38 1.08
H 0.33 1.08 1.54
N -1.17 -0.37 0.03
N 0.09 -1.07 -0.06
N 0.24 2.91 -0.85
S 2.79 -0.89 -0.43
*
```

Computed properties:
HOMO ... -9.05 eV
Structure (SMILES) ... C=NNC(=S)CC#N
Energy relative to the best compared isomer or geometry (same formula, charge and spin) ... 250.6 kJ/mol

=====

C17H29LiN3OTeV | ωB97M-V with the def2-TZVPD basis set

ORCA input file:
```
! RIJCOSX wB97M-V def2-TZVPD def2/J DEFGRID3
* xyz 2 1
N -1.92 -1.36 0.02
C -2.94 -1.98 0.25
O -3.94 -2.57 0.52
Li 0.12 1.60 1.95
V -0.08 -0.71 0.01
N 0.28 1.21 0.14
N 0.69 -1.53 -1.46
C -0.38 2.03 -0.91
C 0.09 -2.41 -2.49
C -0.17 3.53 -0.67
C 0.18 1.69 -2.29
C -1.87 1.73 -0.88
C -0.26 -3.75 -1.84
C 1.06 -2.66 -3.64
C -1.17 -1.76 -3.04
H -0.55 3.85 0.31
H -0.73 4.08 -1.44
H 0.88 3.82 -0.76
H 1.22 2.04 -2.39
H -0.43 2.18 -3.06
H 0.18 0.60 -2.47
H -2.10 0.67 -1.06
H -2.37 2.33 -1.66
H -2.31 2.00 0.09
H 0.64 -4.23 -1.44
H -0.71 -4.41 -2.58
H -0.97 -3.62 -1.01
H 1.94 -3.24 -3.33
H 1.41 -1.72 -4.08
H 0.55 -3.24 -4.43
H -1.61 -2.43 -3.79
H -0.94 -0.81 -3.54
H -1.92 -1.59 -2.27
C 1.70 1.51 0.34
H 2.25 0.64 0.70
H 2.20 1.86 -0.59
H 1.84 2.32 1.09
C 2.11 -1.78 -1.18
H 2.35 -1.57 -0.13
H 2.35 -2.84 -1.35
H 2.77 -1.17 -1.82
Te 0.67 -1.81 2.21
C 0.06 -0.16 3.40
C -1.32 0.14 3.52
C -1.70 1.38 4.03
C -0.74 2.32 4.40
C 0.63 2.03 4.28
C 1.03 0.76 3.83
H -2.05 -0.60 3.19
H -2.76 1.60 4.18
H -1.04 3.28 4.85
H 1.38 2.75 4.61
H 2.08 0.48 3.80
*
```

Computed properties:
HOMO (spin up / spin down) ... -15.50 / -15.49 eV
Energy relative to the best compared isomer or geometry (same formula, charge and spin) ... 0.0 kJ/mol

=====

C8HCl2F5O3PdS4Sb | ωB97M-V with the def2-TZVPD basis set

ORCA input file:
```
! RIJCOSX wB97M-V def2-TZVPD def2/J DEFGRID3
* xyz -1 1
Pd 0.20 -0.12 0.10
S 0.53 3.34 -3.00
Sb 1.36 1.35 -2.33
S 1.85 1.52 0.05
S -0.53 -0.19 -2.14
S 3.07 0.50 -3.54
Cl 0.87 -5.19 0.44
C 1.89 -3.75 0.46
Cl 2.64 -3.52 2.06
C 1.10 -2.48 0.17
O 1.75 -1.55 -0.41
O -0.08 -2.36 0.52
H 2.69 -3.88 -0.26
F -1.68 0.22 6.47
C -1.58 0.35 5.14
C -2.63 0.87 4.41
F -3.74 1.25 5.04
C -2.54 0.99 3.04
F -3.58 1.49 2.36
C -1.39 0.62 2.32
O -1.35 0.77 1.01
C -0.36 0.11 3.11
F 0.80 -0.26 2.49
C -0.43 -0.03 4.48
F 0.61 -0.53 5.16
*
```

Computed properties:
HOMO (spin up / spin down) ... -5.14 / -5.14 eV
Energy relative to the best compared isomer or geometry (same formula, charge and spin) ... 116.0 kJ/mol

=====

C6H16NS | ωB97M-V with the def2-TZVPD basis set

ORCA input file:
```
! RIJCOSX wB97M-V def2-TZVPD def2/J DEFGRID3
* xyz 1 1
C 3.33 -0.65 -0.05
C -3.18 -0.59 -0.12
C -2.09 1.73 0.06
C -0.48 -1.71 0.04
C 2.31 0.33 -0.51
C -1.92 0.23 0.03
N -0.74 -0.21 0.01
S 1.24 0.60 0.87
H 2.81 -1.41 0.53
H 3.95 -1.04 -0.84
H 4.08 -0.26 0.61
H -3.46 -1.26 0.73
H -2.83 -1.23 -1.02
H -4.08 -0.04 -0.21
H -1.82 2.24 1.06
H -3.13 1.93 -0.30
H -1.25 2.21 -0.49
H 0.21 -1.96 -0.71
H -0.19 -2.09 0.97
H -1.35 -2.23 -0.24
H 1.64 0.04 -1.34
H 2.78 1.29 -0.86
H 0.80 1.73 0.62
H 2.22 1.26 1.63
*
```

Computed properties:
HOMO ... -13.48 eV
Energy relative to the best compared isomer or geometry (same formula, charge and spin) ... 295.2 kJ/mol

=====

C6H28KO11 | ωB97M-V with the def2-TZVPD basis set

ORCA input file:
```
! RIJCOSX wB97M-V def2-TZVPD def2/J DEFGRID3
* xyz 1 1
K 16.92 11.50 -23.71
O 14.56 11.21 -24.97
H 13.95 11.62 -24.39
H 14.09 10.58 -25.49
O 14.97 14.45 -24.36
H 14.97 13.50 -24.22
H 15.80 14.77 -24.03
O 18.05 11.62 -21.04
H 18.69 12.20 -20.64
H 18.41 10.73 -20.93
O 17.65 8.84 -22.98
H 18.16 8.26 -22.40
H 18.11 8.88 -23.82
O 15.54 13.10 -21.85
H 16.27 13.39 -21.30
H 15.00 13.89 -21.91
C 17.20 13.51 -26.45
C 18.09 12.50 -27.08
O 17.51 11.31 -27.25
O 17.84 14.79 -26.24
H 16.80 13.10 -25.52
H 16.27 13.61 -27.11
H 19.10 12.37 -26.69
H 18.11 12.92 -28.13
H 16.67 11.34 -27.64
H 17.80 15.22 -27.04
C 20.79 13.65 -23.16
C 19.48 14.49 -23.01
O 18.42 13.80 -23.55
O 21.68 14.09 -22.14
H 21.19 13.82 -24.10
H 20.75 12.61 -23.23
H 19.61 15.51 -23.37
H 19.15 14.62 -21.96
H 18.20 14.35 -24.27
H 22.32 13.38 -22.08
C 14.69 10.15 -20.93
C 15.56 9.12 -20.34
O 15.44 9.14 -18.94
O 14.93 10.24 -22.31
H 14.68 11.08 -20.50
H 13.69 9.96 -20.71
H 16.59 9.31 -20.57
H 15.44 8.11 -20.68
H 14.69 8.64 -18.57
H 14.59 9.48 -22.74
*
```

Computed properties:
HOMO ... -12.75 eV
Energy relative to the best compared isomer or geometry (same formula, charge and spin) ... 43.9 kJ/mol

=====

C4H17N2O4 | ωB97M-V with the def2-TZVPD basis set

ORCA input file:
```
! RIJCOSX wB97M-V def2-TZVPD def2/J DEFGRID3
* xyz -1 1
C 0.92 -0.35 -0.33
C 0.90 -1.87 -0.20
C 0.68 -2.37 1.28
O -0.28 -1.71 1.94
N 0.76 0.04 -1.75
C 0.68 1.48 -1.95
N -0.57 2.03 -1.53
H 0.01 -0.05 0.20
H 1.84 0.08 0.09
H 0.09 -2.24 -0.84
H 1.80 -2.33 -0.65
H 0.45 -3.45 1.11
H 1.67 -2.37 1.80
H 1.51 -0.46 -2.20
H 1.44 2.02 -1.36
H 0.85 1.69 -3.01
H -0.78 1.96 -0.56
H -1.36 1.87 -2.13
H 1.65 0.45 2.42
H 0.31 -0.34 2.37
O 0.75 0.48 2.78
H -1.27 -0.32 -2.52
H -2.68 -0.47 -1.87
O -2.22 -0.27 -2.68
H -0.43 1.70 2.33
H -1.88 1.37 2.41
O -1.31 2.13 2.25
*
```

Computed properties:
HOMO ... -3.88 eV
Energy relative to the best compared isomer or geometry (same formula, charge and spin) ... 68.4 kJ/mol

=====

C5H7NO3 | ωB97M-V with the def2-TZVPD basis set

ORCA input file:
```
! RIJCOSX wB97M-V def2-TZVPD def2/J DEFGRID3
* xyz 0 1
C 0.83 1.65 0.44
C -0.38 0.33 -1.40
C -1.04 -0.57 -0.24
C 0.50 0.25 0.92
C -0.37 -1.83 0.32
H 0.43 2.47 1.02
H 1.92 1.76 0.24
H 0.38 -0.24 -1.99
H -1.10 0.78 -2.10
H -2.08 -0.78 -0.51
H 0.85 -0.25 0.08
H -0.51 -2.84 -0.07
N 0.39 -1.89 1.36
O 0.20 1.59 -0.86
O -0.92 0.26 0.88
O 0.89 -0.69 1.91
*
```

Computed properties:
HOMO ... -9.98 eV
Structure (SMILES) ... C1=NO[C@@H]2COC[C@@H]1O2
Energy relative to the best compared isomer or geometry (same formula, charge and spin) ... 649.6 kJ/mol

=====

C3H9NO | ωB97M-V with the def2-TZVPD basis set

ORCA input file:
```
! RIJCOSX wB97M-V def2-TZVPD def2/J DEFGRID3
* xyz -1 2
C -2.74 0.60 0.19
C -1.66 -0.31 0.01
C -0.34 -0.07 0.40
N 1.01 -0.83 0.23
H -3.45 0.64 -0.66
H -3.31 0.31 1.10
H -2.29 1.47 0.32
H -1.70 -1.11 -0.83
H 0.00 0.93 0.65
H 0.97 -1.86 0.42
H 0.21 -0.56 -0.56
H 2.26 0.07 -0.10
H 3.56 0.25 -1.30
O 3.14 0.55 -0.54
*
```

Computed properties:
HOMO (spin up / spin down) ... 0.52 / -2.67 eV
Energy relative to the best compared isomer or geometry (same formula, charge and spin) ... 387.7 kJ/mol
Expectation value of S² ... 0.756

=====

| no. | maximum force (eV Å⁻¹) |
| --- | --- |
| 1 | 2.933 |
| 2 | 7.210 |
| 3 | 6.137 |
| 4 | 1.435 |
| 5 | 4.149 |
| 6 | 3.365 |
| 7 | 2.614 |
| 8 | 3.798 |
| 9 | 4.648 |
| 10 | 1.262 |
| 11 | 2.303 |
| 12 | 5.582 |